1.
ORCA calculation (wB97M-V/def2-TZVPD) on the ion C3H9N4O with charge +1 at a distorted geometry.

The relative energy (zero: lowest compared OMol25 entry of this formula, charge and spin) is 333.6 kJ/mol. The structure (SMILES) is [H]/N=C1/[C@H](O)C[NH2+]N1N. As for the charge: +1. The calculation puts the calculated total energy at -413.62090 hartree. The calculation puts the largest force on an atom at 3.77 eV/A. For the frontier orbital gap, the calculation gives 11.0 eV. The HOMO energy comes out at -14.415 eV.

XYZ file:
```
17
Properties=species:S:1:pos:R:3:lowdin_charge:R:1
H -2.599 1.736 -0.436 0.130
N -2.271 0.904 0.150 0.208
C -1.233 0.285 -0.098 -0.269
C -0.758 -0.882 0.752 -0.357
O -0.502 -0.376 2.022 0.000
C 0.491 -1.361 0.193 -0.070
N 1.066 -0.319 -0.670 0.114
N -0.057 0.568 -1.059 -0.063
N 0.375 1.929 -1.093 0.099
H -1.461 -1.750 0.876 0.184
H -1.394 -0.015 2.353 0.157
H 1.174 -1.672 0.881 0.123
H 0.249 -2.211 -0.479 0.167
H 1.769 0.298 -0.189 0.207
H 1.496 -0.754 -1.523 0.212
H -0.098 2.528 -0.515 0.055
H 0.080 2.287 -1.990 0.104
```


2.
ORCA calculation (wB97M-V/def2-TZVPD) on an isolated molecule of C3H5N5 at a distorted geometry.

The relative energy (zero: lowest compared OMol25 entry of this formula, charge and spin) is 267.0 kJ/mol. The structure (SMILES) is [H]/N=C(/N)c1nc[nH]n1. As for the charge: 0. The calculation puts the calculated total energy at -391.01671 hartree. The calculation puts the largest force on an atom at 8.70 eV/A. For the frontier orbital gap, the calculation gives 9.5 eV. The HOMO energy comes out at -8.732 eV.

XYZ file:
```
13
Properties=species:S:1:pos:R:3:lowdin_charge:R:1
H 1.742 1.712 1.462 -0.029
N 1.950 0.766 1.559 0.084
C 1.335 -0.054 0.590 -0.331
N 1.478 -1.435 0.621 0.109
C 0.077 0.258 -0.140 -0.280
N -0.518 1.363 -0.567 0.079
C -1.689 1.168 -0.917 -0.146
N -1.855 -0.300 -0.903 0.002
N -0.732 -0.753 -0.550 0.028
H 0.889 -2.013 0.205 0.004
H 2.244 -1.719 1.306 0.144
H -2.384 2.012 -1.313 0.145
H -2.537 -1.005 -1.353 0.192
```


The lowest charge belongs to which entry?
C3H5N5